Molecular formula: C4H7NO
Method: DFT, wB97M-V/def2-TZVPD

```
13
Properties=species:S:1:pos:R:3:forces:R:3
C -0.974 -1.542 1.048 -0.07 -0.02 0.10
C -0.301 -0.311 0.557 0.23 -0.25 0.09
N 0.836 0.153 0.880 -0.37 -0.22 -0.17
C 1.148 1.171 -0.137 0.09 0.18 -0.13
C 0.133 0.857 -1.243 0.22 0.19 -0.17
O -0.935 0.235 -0.524 -0.01 -0.11 -0.06
H -0.476 -1.960 1.923 -0.10 0.15 -0.08
H -0.893 -2.248 0.212 -0.08 -0.04 0.24
H -2.041 -1.380 1.229 0.21 0.02 0.05
H 1.047 2.184 0.270 -0.06 -0.15 0.02
H 2.180 1.048 -0.477 -0.16 0.05 0.05
H 0.538 0.097 -1.923 0.01 0.19 -0.07
H -0.261 1.697 -1.813 0.08 0.01 0.12
```
Positions in Å, forces in eV/Å.

Calculated values
relative energy (zero: lowest compared OMol25 entry of this formula, charge and spin): 94.97 kJ/mol
frontier orbital gap: 10.58 eV
charge: 0
maximum force: 0.5 eV/Å
spin multiplicity: 1

Results of the natural (NBO) charge analysis, in e, for atoms 1 through 6:
1. C -0.668
2. C 0.545
3. N -0.474
4. C -0.276
5. C -0.092
6. O -0.509

Molecular formula: C4H7NO
Method: DFT, wB97M-V/def2-TZVPD

```
13
Properties=species:S:1:pos:R:3:forces:R:3
C -0.059 1.099 1.061 0.07 0.09 0.07
C -0.139 0.827 -0.423 -0.44 0.24 0.13
N 0.906 -0.053 -0.994 -0.65 -0.36 -0.57
C 0.434 -1.263 -1.189 1.01 -0.57 -0.16
C -0.269 -1.903 -0.072 -0.38 -0.07 0.14
O -1.356 -1.791 0.464 0.37 -0.07 -0.70
H 0.174 0.185 1.616 -0.03 0.17 -0.12
H -1.046 1.438 1.394 0.20 0.03 0.06
H 0.685 1.862 1.297 -0.02 -0.07 0.04
H -0.158 1.722 -1.044 0.09 0.16 0.20
H 1.462 0.344 -1.747 -0.11 -0.08 0.16
H -1.064 0.291 -0.655 -0.14 0.53 0.31
H 0.422 -2.740 0.180 0.04 0.00 0.43
```
Positions in Å, forces in eV/Å.

Calculated values
relative energy (zero: lowest compared OMol25 entry of this formula, charge and spin): 371.11 kJ/mol
frontier orbital gap: 8.92 eV
charge: 0
maximum force: 1.2 eV/Å
spin multiplicity: 1

Results of the natural (NBO) charge analysis, in e, for atoms 1 through 6:
1. C -0.622
2. C -0.239
3. N -0.554
4. C 0.098
5. C 0.272
6. O -0.552

| no. | energy (a.u.) | LUMO level (eV) |
| --- | --- | --- |
| 1 | -286.59548 | 1.0 |
| 2 | -286.49030 | 0.3 |